Molecular formula: H5NOSi
Method: DFT, ωB97M-V/def2-TZVPD

Summary:
E_tot: -422.5097 Eh
multiplicity: 1
energy above the lowest of the compared OMol25 structures with the same formula, charge and spin: 0.721 eV
total charge: 0
largest force on an atom: 0.0867 Eh/bohr
gap between HOMO and LUMO: 10.666 eV

Last columns: bonded neighbours and bond lengths (Å).
Positions of all 8 atoms, in Å:
1 N 1.03 -0.89 0.19  Si3 1.746, H4 1.053, H5 1.056
2 O -1.59 -0.60 0.17  Si3 1.636, H6 0.921
3 Si -0.23 0.31 0.05  N1 1.746, O2 1.636, H7 1.454, H8 1.660
4 H 1.31 -0.72 1.19  N1 1.053
5 H 1.88 -0.82 -0.44  N1 1.056
6 H -1.70 -1.51 0.17  O2 0.921
7 H -0.34 1.57 0.77  Si3 1.454
8 H -0.58 0.97 -1.43  Si3 1.660

Population analysis type Löwdin, resulting atomic charges in e: -0.128 -0.234 0.368 0.030 0.048 0.011 -0.066 -0.029